ORCA calculation (ωB97M-V/def2-TZVPD) on C34H61Cl2MoN6OPSSi4Te as an isolated structure at a distorted geometry.

Results
Total charge: 0
Total energy (eV): -133071.1152
Frontier orbital gap (alpha / beta) (eV): 5.43 / 5.51
M (u): 1039.734

Positions of all 112 atoms, in Å:
Mo1 0.1386 -0.0510 -0.3162
Cl1 2.5242 2.4658 3.1261
C1 2.0496 0.8019 3.1948
C2 2.5170 -0.0338 4.2027
C3 2.1281 -1.3627 4.2502
Cl2 2.7007 -2.3693 5.5372
C4 1.2793 -1.9305 3.2802
C5 0.7890 -3.2509 3.2552
C6 -0.0613 -3.6162 2.2178
C7 -0.4000 -2.7227 1.2239
N1 0.0778 -1.4571 1.1862
C8 0.8710 -1.0759 2.2324
C9 1.2115 0.2926 2.1936
O1 0.6981 0.9631 1.1813
H1 3.1810 0.3564 4.9590
H2 1.0704 -3.9487 4.0242
H3 -0.4552 -4.6180 2.1766
H4 -1.0549 -2.9910 0.4027
S1 1.2019 4.0916 -2.1428
C10 0.7721 2.6515 -1.6688
N2 0.4428 1.5514 -1.3608
N3 0.7042 -1.3422 -1.4908
P1 1.8955 -2.0471 -2.2200
N4 1.8249 -3.7456 -2.2521
C11 2.0938 -4.3332 -0.9384
C12 2.0833 -5.8549 -1.0326
C13 0.7170 -6.3368 -1.5035
C14 0.4293 -5.6833 -2.8498
C15 0.5036 -4.1660 -2.7129
N5 1.9469 -1.5881 -3.8318
C16 1.6457 -0.1979 -4.1319
C17 0.5792 -0.1063 -5.2240
C18 0.8863 -1.1038 -6.3535
C19 2.3243 -1.6056 -6.2574
C20 2.5491 -2.3358 -4.9309
N6 3.3631 -1.7710 -1.4425
C21 3.5710 -0.4487 -0.8583
C22 5.0383 -0.2704 -0.4972
C23 5.9063 -0.3091 -1.7593
C24 5.4250 -1.3974 -2.7327
C25 4.5447 -2.4061 -2.0058
H5 1.3309 -4.0044 -0.2121
H6 3.0663 -3.9868 -0.5871
H7 2.3235 -6.2734 -0.0544
H8 2.8501 -6.1765 -1.7424
H9 -0.0517 -6.0520 -0.7790
H10 0.7166 -7.4241 -1.5849
H11 -0.5615 -5.9631 -3.2063
H12 1.1698 -6.0083 -3.5834
H13 -0.2562 -3.8223 -1.9946
H14 0.3091 -3.6791 -3.6714
H15 2.5553 0.3269 -4.4515
H16 1.2806 0.2814 -3.2173
H17 0.5492 0.9184 -5.5962
H18 -0.3944 -0.3301 -4.7894
H19 0.7326 -0.6362 -7.3257
H20 0.2216 -1.9676 -6.2887
H21 3.0179 -0.7675 -6.3431
H22 2.5430 -2.2915 -7.0778
H23 3.6265 -2.4781 -4.7778
H24 2.0844 -3.3254 -4.9686
H25 2.9477 -0.3690 0.0493
H26 3.2720 0.3529 -1.5524
H27 5.3348 -1.0676 0.1865
H28 5.1749 0.6799 0.0193
H29 6.9425 -0.4906 -1.4708
H30 5.8671 0.6602 -2.2585
H31 6.2724 -1.9152 -3.1844
H32 4.8450 -0.9431 -3.5391
H33 5.1147 -2.8778 -1.1976
H34 4.2045 -3.1917 -2.6842
C26 -4.7353 -1.1505 3.1494
Si1 -5.5426 -0.5410 1.5227
C27 -5.5068 1.3685 1.5093
C28 -7.3612 -1.1366 1.5045
Si2 -4.4362 -1.4111 -0.3971
Te1 -2.3755 0.1991 -0.7453
Si3 -4.2061 -3.7873 -0.1998
C29 -3.2095 -4.5761 -1.6383
C30 -5.9490 -4.5606 -0.3509
C31 -3.6048 -4.4729 1.4902
Si4 -5.5838 -0.8627 -2.4442
C32 -7.3435 -1.5982 -2.6391
C33 -4.5883 -1.5549 -3.9285
C34 -5.8218 1.0270 -2.6005
H35 -5.2182 -0.7395 4.0323
H36 -3.6883 -0.8656 3.1881
H37 -4.7790 -2.2316 3.2277
H38 -5.9062 1.8107 2.4178
H39 -6.0719 1.7627 0.6716
H40 -4.4843 1.7168 1.3937
H41 -7.9418 -0.6968 2.3098
H42 -7.4199 -2.2148 1.6094
H43 -7.8479 -0.8781 0.5703
H44 -3.8420 -4.6649 -2.5156
H45 -2.8374 -5.5697 -1.4021
H46 -2.3650 -3.9607 -1.9275
H47 -6.4795 -4.1928 -1.2209
H48 -6.5553 -4.3369 0.5198
H49 -5.8849 -5.6420 -0.4352
H50 -2.7224 -3.9725 1.8699
H51 -3.3878 -5.5377 1.4413
H52 -4.3899 -4.3412 2.2288
H53 -7.3317 -2.6805 -2.6941
H54 -7.8046 -1.2341 -3.5528
H55 -7.9944 -1.3242 -1.8172
H56 -4.6345 -2.6392 -3.9465
H57 -3.5432 -1.2725 -3.8565
H58 -4.9623 -1.1981 -4.8835
H59 -6.5300 1.3834 -1.8602
H60 -6.1960 1.3210 -3.5761
H61 -4.8869 1.5488 -2.4305

Löwdin atomic charge list, values in e, 99 entries: Mo 1.09; Cl 0.72; C -0.58; C -0.11; C -0.60; Cl 0.70; C -0.18; C 0.01; C -0.05; C -0.13; N -0.08; C -0.16; C -0.36; O -0.28; H 0.11; H 0.09; H 0.11; H 0.09; S 0.60; C -0.96; N -0.22; N -0.34; P 0.67; N -0.19; C -0.22; C -0.18; C -0.20; C -0.17; C -0.24; N -0.19; C -0.22; C -0.15; C -0.18; C -0.18; C -0.20; N -0.21; C -0.21; C -0.17; C -0.18; C -0.17; C -0.23; H 0.10; H 0.10; H 0.11; H 0.12; H 0.11; H 0.11; H 0.11; H 0.12; H 0.09; H 0.11; H 0.12; H 0.06; H 0.11; H 0.11; H 0.11; H 0.11; H 0.11; H 0.11; H 0.10; H 0.11; H 0.10; H 0.12; H 0.11; H 0.12; H 0.11; H 0.11; H 0.11; H 0.10; H 0.12; H 0.10; C -0.21; Si 0.36; C -0.22; C -0.21; Si 0.11; Te 0.48; Si 0.39; C -0.21; C -0.21; C -0.21; Si 0.37; C -0.21; C -0.22; C -0.22; H 0.03; H 0.02; H 0.00; H 0.03; H 0.01; H 0.00; H 0.02; H 0.01; H 0.00; H 0.02; H 0.02; H -0.01; H 0.00; H 0.01

=====

ORCA calculation (ωB97M-V/def2-TZVPD) on C3H2N2OS in the gas phase at a distorted geometry.

Results
Total charge: 0
Total energy (eV): -19004.8553
Frontier orbital gap (eV): 8.00
SMILES: [H]/N=C1\N=COC1=S
M (u): 114.129

Positions of all 9 atoms, in Å:
C1 -0.3758 -0.5888 0.1566
C2 0.9882 0.9694 0.5295
C3 -0.2167 0.1668 -1.0562
H1 -1.1658 -1.7449 1.2498
H2 1.6424 1.7361 0.9287
N1 -1.1846 -1.5449 0.2714
N2 0.4654 -0.0031 1.1997
O1 0.6703 1.1225 -0.7671
S1 -0.8236 -0.1131 -2.5124

And the Löwdin charges, in e, turn out to be: C -0.45; C -0.16; C -0.81; H 0.06; H 0.15; N 0.21; N 0.16; O 0.01; S 0.83